Entry 1:
The following is a DFT calculation (wB97M-V/def2-TZVPD) of C11H23BMnN5O2S as an isolated structure.

Last column: natural (NBO) charge in e.
Geometry (Å):
Mn 0.182 -1.482 1.678  1.12
N -0.336 -1.479 3.719  -0.65
N 0.735 -1.703 4.606  -0.42
C 1.982 -1.857 4.135  0.36
N 2.956 -2.087 4.986  -0.71
S 2.314 -1.748 2.451  -0.17
H -0.804 -0.609 3.976  0.42
H -1.022 -2.227 3.846  0.42
H 0.516 -1.790 5.591  0.43
H 2.816 -2.159 5.984  0.44
H 3.899 -2.214 4.646  0.45
C -0.137 2.250 -2.456  -0.60
C -1.134 2.039 -1.289  0.14
C -2.375 1.287 -1.733  -0.65
O -0.404 1.247 -0.287  -0.73
B -0.865 0.364 0.554  1.31
O -1.474 -0.383 1.358  -0.90
C -1.342 3.424 -0.774  0.65
C -0.422 4.010 0.184  -0.78
C -2.396 4.256 -1.341  -0.78
H 0.079 1.261 -2.859  0.27
H 0.790 2.704 -2.110  0.25
H -0.577 2.854 -3.247  0.26
H -2.076 0.296 -2.072  0.25
H -2.851 1.790 -2.574  0.27
H -3.106 1.192 -0.926  0.24
H 0.342 3.347 0.569  0.27
H -0.992 4.502 0.983  0.33
H 0.046 4.870 -0.330  0.34
H -3.348 3.722 -1.403  0.31
H -2.127 4.467 -2.391  0.33
H -2.498 5.210 -0.831  0.29
C 2.343 -3.603 -2.868  -0.41
N 1.361 -2.978 -1.969  -0.28
C 0.006 -2.916 -2.179  -0.03
C -0.529 -2.321 -1.084  -0.11
N 0.498 -2.013 -0.200  -0.62
C 1.622 -2.439 -0.782  0.24
H 1.952 -3.575 -3.881  0.25
H 2.508 -4.635 -2.568  0.25
H 3.275 -3.046 -2.826  0.24
H -0.454 -3.319 -3.066  0.27
H -1.565 -2.137 -0.851  0.24
H 2.615 -2.370 -0.368  0.24

## Properties
DFT total energy   -2430.35396 Eh
Spin multiplicity   4
Gap between HOMO and LUMO (alpha / beta)   7.154 / 6.904 eV
Total charge   +3
Expectation value of S²   3.781

Entry 2:
The following is a DFT calculation (wB97M-V/def2-TZVPD) of C4H9N2 as an isolated structure.

Last column: natural (NBO) charge in e.
Geometry (Å):
C 2.208 0.439 0.750  0.46
C -0.771 -0.053 0.135  0.47
C -1.652 0.477 -0.932  -0.70
C -1.251 -0.831 1.211  -0.71
N 0.507 0.217 -0.012  -0.60
N 3.054 0.120 -0.106  -0.80
H -1.905 1.588 -0.798  0.29
H -2.652 -0.011 -0.847  0.26
H -1.123 0.529 -1.859  0.25
H -0.782 -0.563 2.237  0.29
H -0.955 -1.861 1.007  0.29
H -2.313 -0.708 1.096  0.25
H 0.684 0.492 -1.028  0.37
H 4.009 0.339 0.220  0.47
H 2.942 -0.175 -1.074  0.44

## Properties
DFT total energy   -266.94151 Eh
Gap between HOMO and LUMO   10.318 eV
Total charge   +1

Entry 3:
The following is a DFT calculation (wB97M-V/def2-TZVPD) of a 3-piece molecular cluster, C5H7NO overall.

Last column: natural (NBO) charge in e.
Geometry (Å):
N -2.569 -0.500 0.543  -0.74
C -2.970 0.582 0.751  0.25
O -0.532 -2.374 0.049  -0.54
C 0.458 -1.874 0.535  0.30
C 1.393 1.301 0.149  -0.22
C 0.908 0.997 -1.239  -0.44
C 0.163 1.620 -0.094  -0.16
H -2.087 -1.375 0.354  0.46
H 1.468 -2.199 0.231  0.13
H 0.402 -1.068 1.287  0.14
H 2.234 1.278 0.825  0.22
H 0.685 -0.034 -1.535  0.17
H 1.233 1.618 -2.079  0.18
H -0.785 2.028 0.223  0.24

## Properties
DFT total energy   -324.54050 Eh
Gap between HOMO and LUMO   9.889 eV
Total charge   0

Entry 4:
The following is a DFT calculation (wB97M-V/def2-TZVPD) of a 2-piece molecular cluster, C3H7F3N overall.

Last column: natural (NBO) charge in e.
Geometry (Å):
C -0.164 -0.078 -1.129  -0.80
C -0.393 0.574 1.239  -0.70
C 0.161 -0.221 0.263  0.30
N 2.781 -0.074 -0.003  0.58
F 3.326 0.054 -1.253  -0.17
F 3.144 -1.379 0.304  -0.19
F 3.685 0.651 0.745  -0.17
H -0.415 0.981 -1.408  0.27
H 0.705 -0.226 -1.857  0.32
H -0.944 -0.741 -1.688  0.35
H 0.011 0.477 2.262  0.30
H -1.221 -0.232 1.364  0.38
H -1.046 1.490 1.065  0.30
H 0.695 -1.064 0.503  0.23

## Properties
DFT total energy   -472.31026 Eh
Gap between HOMO and LUMO   10.858 eV
Total charge   +1

Entry 5:
The following is a DFT calculation (wB97M-V/def2-TZVPD) of C69H69CsFN10O4PSb as an isolated structure.

Last column: Löwdin charge in e.
Geometry (Å):
Cs 0.331 -0.548 -0.212  1.15
C -1.270 2.527 0.770  -0.04
C -0.487 2.591 2.057  -0.33
C -0.822 3.555 3.013  -0.04
C -0.138 3.598 4.206  -0.08
C 0.874 2.670 4.423  -0.15
C 1.178 1.747 3.423  -0.44
N 0.506 1.708 2.249  0.07
Sb 2.835 0.471 3.957  1.54
C 2.173 -1.547 3.541  -0.44
C 2.226 -2.330 4.689  -0.16
C 1.839 -3.663 4.616  -0.07
C 1.408 -4.159 3.410  -0.03
C 1.379 -3.317 2.295  -0.32
C 0.848 -3.862 0.992  -0.07
N 1.767 -2.038 2.353  0.07
C 4.187 1.010 2.371  -0.45
C 5.522 0.677 2.598  -0.17
C 6.487 1.135 1.716  -0.07
C 6.092 1.933 0.662  -0.03
C 4.743 2.249 0.513  -0.33
C 4.284 3.167 -0.577  -0.03
N 3.798 1.778 1.343  0.10
H -2.338 2.626 0.976  0.09
H -1.117 1.593 0.238  -0.02
H -0.990 3.349 0.108  0.08
H -1.625 4.254 2.803  0.11
H -0.385 4.335 4.963  0.11
H 1.431 2.667 5.352  0.07
H 2.572 -1.906 5.624  0.07
H 1.877 -4.298 5.493  0.11
H 1.096 -5.193 3.308  0.12
H 1.293 -4.832 0.770  0.09
H 1.052 -3.198 0.160  -0.01
H -0.234 -3.998 1.074  0.07
H 5.797 0.076 3.458  0.09
H 7.532 0.892 1.863  0.11
H 6.816 2.334 -0.037  0.11
H 5.123 3.635 -1.088  0.08
H 3.649 3.945 -0.154  0.08
H 3.701 2.619 -1.319  0.06
C -7.530 -1.743 2.204  -0.06
C -7.054 -0.483 1.495  -0.19
N -5.598 -0.331 1.526  -0.04
C -4.870 -0.668 0.416  0.03
C -3.524 -0.671 0.339  -0.03
C -2.889 -0.770 -1.036  -0.67
O -3.456 -1.481 -1.878  0.00
O -1.852 -0.049 -1.157  -0.40
C -2.759 -0.452 1.553  -0.33
O -1.561 -0.695 1.679  -0.15
C -3.538 0.098 2.683  -0.04
C -2.857 0.543 3.817  0.09
C -3.561 1.003 4.891  -0.19
F -2.903 1.510 5.963  0.06
C -4.958 0.996 4.913  -0.16
C -5.634 0.546 3.796  0.05
C -4.939 0.117 2.658  -0.12
N -5.701 1.451 6.041  -0.09
C -6.470 2.669 5.880  -0.14
C -7.672 2.654 6.796  -0.08
N -7.176 2.468 8.216  0.06
C -6.328 1.219 8.364  -0.08
C -5.177 1.304 7.383  -0.15
H -8.619 -1.820 2.163  0.08
H -7.225 -1.745 3.253  0.07
H -7.107 -2.629 1.729  0.09
H -7.513 0.409 1.922  0.11
H -7.342 -0.496 0.446  0.12
H -5.444 -0.912 -0.472  0.15
H -1.770 0.510 3.830  0.14
H -6.713 0.477 3.844  0.11
H -6.815 2.780 4.856  0.14
H -5.859 3.560 6.111  0.14
H -8.319 1.806 6.586  0.14
H -8.242 3.579 6.770  0.14
H -7.959 2.449 8.867  0.18
H -6.608 3.278 8.469  0.18
H -6.981 0.380 8.136  0.14
H -6.004 1.172 9.401  0.14
H -4.587 0.397 7.474  0.15
H -4.523 2.142 7.667  0.13
C -0.764 -5.998 -2.863  -0.06
C -1.586 -4.789 -2.416  -0.36
C -1.968 -4.903 -0.942  -0.06
C -0.893 -3.443 -2.749  -0.26
C -1.144 -2.978 -4.189  -0.06
O 0.154 -3.081 -4.835  0.01
C 1.030 -3.361 -3.837  -0.37
N 0.586 -3.538 -2.664  0.16
C 2.451 -3.471 -4.262  -0.14
C 2.724 -4.261 -5.380  -0.01
C 4.031 -4.545 -5.729  -0.07
C 5.074 -4.023 -4.969  -0.07
C 4.797 -3.195 -3.893  -0.07
C 3.486 -2.892 -3.530  -0.29
P 3.080 -1.603 -2.250  1.07
C 3.999 -2.299 -0.813  -0.35
C 3.761 -3.660 -0.568  -0.12
C 4.320 -4.296 0.526  -0.09
C 5.130 -3.586 1.409  -0.08
C 5.348 -2.235 1.194  -0.08
C 4.782 -1.590 0.094  -0.08
C 4.047 -0.179 -2.878  -0.36
C 3.315 0.681 -3.695  -0.11
C 3.922 1.754 -4.337  -0.07
C 5.278 1.985 -4.153  -0.09
C 6.016 1.153 -3.316  -0.09
C 5.404 0.080 -2.682  -0.10
H -1.347 -6.916 -2.746  0.08
H 0.146 -6.091 -2.267  0.08
H -0.461 -5.930 -3.912  0.08
H -2.510 -4.800 -3.000  0.13
H -1.072 -5.002 -0.327  0.05
H -2.581 -5.791 -0.768  0.08
H -2.525 -4.027 -0.595  0.08
H -1.231 -2.685 -2.043  0.10
H -1.478 -1.946 -4.254  0.12
H -1.834 -3.620 -4.731  0.13
H 1.899 -4.673 -5.949  0.12
H 4.238 -5.180 -6.582  0.11
H 6.102 -4.248 -5.228  0.11
H 5.618 -2.773 -3.324  0.11
H 3.130 -4.223 -1.250  0.10
H 4.126 -5.350 0.692  0.11
H 5.576 -4.082 2.263  0.10
H 5.966 -1.671 1.886  0.08
H 4.940 -0.525 -0.032  0.08
H 2.254 0.511 -3.824  0.08
H 3.328 2.407 -4.969  0.09
H 5.761 2.818 -4.649  0.10
H 7.075 1.330 -3.167  0.10
H 6.001 -0.567 -2.049  0.10
C 0.569 4.390 -2.417  -0.05
C 0.837 3.143 -1.871  -0.17
N 0.514 1.999 -2.475  0.06
C -0.132 2.080 -3.640  -0.09
C -0.396 3.272 -4.297  -0.21
C -0.041 4.451 -3.655  -0.03
C -1.044 3.248 -5.631  -0.03
C -0.670 3.892 -6.728  -0.03
C 0.558 4.701 -6.934  -0.28
C 0.568 5.714 -7.880  -0.01
C 1.741 6.426 -8.041  -0.13
N 2.842 6.169 -7.334  0.08
C 2.729 5.165 -6.464  -0.19
N 1.655 4.416 -6.224  0.14
H 0.855 5.292 -1.888  0.11
H 1.331 3.055 -0.909  0.10
H -0.412 1.135 -4.101  0.13
H -0.242 5.406 -4.129  0.12
H -1.931 2.624 -5.706  0.12
H -1.309 3.807 -7.601  0.11
H -0.313 5.936 -8.471  0.11
H 1.804 7.233 -8.764  0.11
H 3.618 4.928 -5.888  0.10

## Properties
DFT total energy   -4220.67339 Eh
Gap between HOMO and LUMO   5.772 eV
Total charge   +1

Entry 6:
The following is a DFT calculation (wB97M-V/def2-TZVPD) of a 2-piece molecular cluster, C3H3N3 overall.

Last column: natural (NBO) charge in e.
Geometry (Å):
C 0.099 1.598 -0.199  0.40
C -1.787 0.235 0.179  0.41
C 0.876 -0.993 0.143  -0.25
N 0.717 2.491 -0.572  -0.34
N -2.848 -0.107 0.203  -0.32
N -0.487 0.456 0.019  -0.54
H 0.452 -1.795 0.685  0.22
H 1.167 -1.319 -0.843  0.21
H 1.811 -0.566 0.386  0.22

## Properties
DFT total energy   -280.24599 Eh
Gap between HOMO and LUMO   8.725 eV
Total charge   0

Entry 7:
The following is a DFT calculation (wB97M-V/def2-TZVPD) of a 2-piece molecular cluster, C3H5ClP overall.

Last column: natural (NBO) charge in e.
Geometry (Å):
C -1.461 -1.264 -0.070  -0.35
C -1.986 -1.352 -1.156  -0.07
C 1.556 0.867 0.022  -1.11
P 0.633 0.140 1.386  1.19
Cl -0.419 1.630 2.061  -0.09
H -1.216 -1.313 0.920  0.22
H -2.391 -1.485 -2.135  0.26
H 1.621 1.898 -0.013  0.28
H 1.044 0.532 -1.005  0.34
H 2.619 0.348 -0.009  0.31

## Properties
DFT total energy   -918.44659 Eh
Gap between HOMO and LUMO   7.509 eV
Total charge   +1

Entry 8:
The following is a DFT calculation (wB97M-V/def2-TZVPD) of an isolated ion of composition CH4N3 and charge +1.

Last column: natural (NBO) charge in e.
Geometry (Å):
C 0.062 -0.392 0.466  -0.14
N 2.147 0.355 1.341  0.16
N 1.141 0.031 0.933  0.01
N -0.588 0.262 -0.673  -0.69
H -0.504 -1.319 0.711  0.26
H -0.714 -0.393 -1.465  0.45
H 0.058 1.092 -0.929  0.48
H -1.603 0.364 -0.383  0.47

## Properties
DFT total energy   -204.40241 Eh
Gap between HOMO and LUMO   9.278 eV
Total charge   +1

Summary of energy above the lowest of the compared OMol25 structures with the same formula, charge and spin in kJ/mol
56.25 414.23 483.01 81.11 70.18 353.87 188.92 271.33
(order as listed above)
Summary of F_max in eV/Å
0.79 4.46 1.21 4.37 2.96 5.24 4.32 4.62
(order as listed above)